# C30H27CaCl3N7O7S2

A molecular structure, C30H27CaCl3N7O7S2 (ωB97M-V/def2-TZVPD, the Open Molecules 2025 dataset).

Geometry (Å):
Ca: 0.1591 1.0183 -0.1231
Cl: 2.8888 0.6753 -7.5144
C: 2.6663 0.5848 -5.7801
C: 3.4170 -0.3425 -5.0358
C: 3.2560 -0.4432 -3.6833
C: 2.3156 0.3693 -2.9630
O: 2.1327 0.2259 -1.7163
C: 1.6113 1.3380 -3.7520
C: 0.7537 2.3094 -3.1384
O: 0.5706 2.4677 -1.9383
C: 1.7879 1.4117 -5.1458
H: 4.1250 -0.9805 -5.5503
H: 3.8313 -1.1647 -3.1173
H: 0.2326 2.9899 -3.8403
H: 1.2228 2.1453 -5.7100
Cl: -7.8673 2.1972 -0.9741
C: -6.1486 1.9070 -0.8018
C: -5.2467 2.7650 -1.4330
C: -3.8983 2.5536 -1.3016
Cl: -2.7907 3.6107 -2.1236
C: -3.3398 1.4767 -0.5266
O: -2.0833 1.3323 -0.3914
C: -4.3119 0.6148 0.0738
C: -3.9409 -0.5656 0.8529
O: -2.8370 -1.0025 1.0739
C: -5.6839 0.8487 -0.0651
H: -5.6076 3.5928 -2.0289
H: -4.8273 -1.0949 1.2706
H: -6.3829 0.1748 0.4174
N: -2.2105 3.7124 1.4894
C: -0.9074 3.9145 1.7665
N: 0.0398 3.0324 1.5931
C: 1.2609 3.5442 2.0000
C: 1.2534 4.8209 2.4384
S: -0.3568 5.4437 2.4002
C: 2.4293 2.6596 1.9494
C: 3.5185 2.7418 2.7445
S: 4.6116 1.4625 2.3635
C: 3.4921 0.8950 1.1512
N: 2.4127 1.6191 1.0458
N: 3.7430 -0.2128 0.4213
H: -2.4948 2.7428 1.4674
H: -2.8786 4.3487 1.8858
H: 2.0879 5.4249 2.7497
H: 3.7061 3.4269 3.5530
H: 4.6772 -0.5803 0.4439
H: 3.2309 -0.2589 -0.4742
C: -1.2155 -0.7113 4.3216
C: -2.0099 0.3761 3.7676
N: -2.6330 1.2165 3.2971
H: -0.1749 -0.5930 4.0141
H: -1.5915 -1.6599 3.9414
H: -1.2812 -0.7029 5.4085
C: -1.3763 -3.7588 1.8184
C: -0.8840 -4.0079 0.3983
C: 0.4827 -3.3661 0.0607
C: 0.9333 -3.8460 -1.3229
C: 2.2909 -3.2920 -1.7322
C: 1.4731 -3.8418 1.1041
O: 1.8680 -4.9928 1.1563
N: 1.8753 -2.9097 2.0133
C: 1.4492 -1.5654 2.0952
O: 1.8266 -0.9256 3.0700
N: 0.6608 -1.0828 1.1160
C: 0.3093 -1.8489 0.0575
O: -0.2099 -1.3117 -0.9254
H: -2.3373 -4.2520 1.9706
H: -1.5268 -2.6954 1.9884
H: -0.6763 -4.1551 2.5597
H: -1.6055 -3.6102 -0.3187
H: -0.7819 -5.0808 0.2197
H: 0.1723 -3.5292 -2.0372
H: 0.9576 -4.9367 -1.3029
H: 2.2697 -2.2007 -1.7271
H: 2.5551 -3.6179 -2.7396
H: 3.0749 -3.6368 -1.0530
H: 2.4854 -3.2138 2.7571

Values from the calculation:
HOMO level: -5.290 eV
Charge: -1
LUMO: 2.16 eV